Density functional theory data (ωB97M-V with the def2-TZVPD basis set) for an isolated ion of composition C18H24NO2 and charge +1.

XYZ file:
```
45
Properties=species:S:1:pos:R:3:forces:R:3
H 5.0879 -3.1163 -0.8029 0.027 -0.101 -0.030
H -0.1186 3.1992 1.0468 -0.073 -0.002 -0.090
H 0.2155 0.5365 0.8000 0.370 -0.239 -0.176
H 4.2550 1.4661 0.8033 -0.025 0.118 0.060
C -2.3259 0.8607 0.4972 -0.021 -0.296 0.173
C 0.2188 2.2959 -0.8958 -0.183 -0.203 0.414
H 6.8023 -1.3676 -1.1057 0.100 -0.026 -0.045
H -4.6955 0.7439 -1.8989 -0.072 0.038 -0.122
H -0.0874 -0.4629 -1.3232 -0.007 0.098 0.076
H 2.9608 -2.5806 0.2898 -0.095 -0.093 0.026
H 1.5831 -1.0623 -1.2822 -0.009 0.093 0.080
H -0.3405 1.7162 -1.6310 -0.004 0.051 -0.072
C -2.7711 -0.1954 1.2800 0.238 0.330 -0.135
H -4.2272 -1.7133 1.5660 -0.065 -0.091 0.048
H -6.5575 -1.8876 1.1023 0.020 -0.004 -0.030
C 2.1247 -0.1767 1.2425 0.587 -0.216 0.302
H 2.1156 1.2966 -1.2727 0.009 -0.077 0.163
H 6.3767 0.9215 -0.2896 0.083 0.072 -0.008
C -4.1444 0.4876 -1.0091 -0.202 -0.262 0.115
O -5.7215 -1.1906 -0.6669 0.071 0.227 -0.196
H -1.5183 3.2850 -0.0307 0.039 -0.039 0.076
C -3.0147 1.1985 -0.6585 0.200 0.131 0.086
H 0.3808 -1.6674 -0.1254 0.013 0.056 0.083
H 1.7298 -1.0563 1.7555 -0.098 0.118 -0.063
C -0.6886 2.6512 0.2900 0.107 0.417 -0.357
H 0.5397 3.2184 -1.3786 0.044 -0.008 -0.041
H -2.7030 2.0144 -1.2910 0.050 0.087 -0.059
H 2.2598 0.6198 1.9774 -0.146 -0.014 -0.090
C 0.7209 -0.7915 -0.6743 -0.230 -0.495 -0.532
N 1.0869 0.2762 0.2671 -0.413 0.094 0.457
O -1.1669 1.4942 0.9577 -0.262 -0.165 0.123
H 2.0114 2.1596 0.2700 0.022 -0.133 0.013
C -4.6083 -0.5707 -0.2249 0.221 0.181 -0.024
H -2.2333 -0.4424 2.1826 0.049 -0.017 0.134
H -7.1728 -2.5459 -0.4324 0.066 -0.013 0.082
C -3.9023 -0.9071 0.9293 -0.255 -0.135 -0.151
C 5.6230 0.1579 -0.1786 0.034 0.049 -0.030
H -5.5921 -3.0819 0.1851 -0.013 0.039 0.001
C 3.6955 -1.8024 0.1425 0.026 0.059 0.051
C 4.8998 -2.1089 -0.4664 -0.007 -0.057 -0.036
C 5.8626 -1.1278 -0.6341 -0.013 0.007 0.007
C -6.2785 -2.2337 0.1031 -0.112 -0.205 0.139
C 1.4591 1.5336 -0.4330 0.032 0.662 -0.476
C 3.4398 -0.5092 0.5872 -0.066 0.015 0.029
C 4.4191 0.4657 0.4304 -0.039 -0.048 0.027
```
Positions in Å, forces in eV/Å.

Output
SMILES ... COc1ccc(OCCC[N@@H+](C)Cc2ccccc2)cc1
E_tot ... -905.2870 a.u.
LUMO level ... -2.21 eV
HOMO-LUMO gap ... 8.72 eV
Total charge ... +1
Relative energy (zero: lowest compared OMol25 entry of this formula, charge and spin) ... 18.5 kcal per mole
HOMO level ... -0.4017 Eh

Density functional theory data (ωB97M-V with the def2-TZVPD basis set) for a 2-piece molecular cluster, C18H24O3 overall in a non-equilibrium geometry.

XYZ file:
```
45
Properties=species:S:1:pos:R:3:forces:R:3
H -1.5887 2.0142 -5.0591 0.121 -0.037 0.461
H 4.3816 0.1633 0.7883 -0.261 -0.025 -0.054
C -1.9232 2.4527 -3.0183 -0.148 -0.121 -1.172
H 1.3576 1.5101 1.8531 0.208 -0.113 0.062
C 2.9459 0.1164 2.3707 -0.029 0.736 0.001
H -2.8079 3.0349 -3.3083 0.461 -0.188 0.063
C 1.6305 -1.6252 -0.3482 -0.379 0.309 0.803
C 0.5074 -1.4150 1.9052 0.046 0.263 0.672
C -1.6219 2.4647 -1.6461 0.133 -0.293 1.177
C -1.2252 1.8401 -4.0381 -0.811 0.689 0.363
C 3.0400 -1.3850 0.2431 -0.027 -0.377 -0.619
O -1.8559 -1.2886 0.6580 -1.146 0.030 -0.748
H -0.6112 1.9278 0.1357 -0.121 -0.092 -0.299
C 0.4876 0.4711 -2.8110 0.003 0.647 -0.641
H 0.3548 0.7043 -4.8827 -0.222 0.062 0.365
H 3.7340 -1.4904 -0.6045 -0.258 -0.234 0.191
H 1.2701 -0.2737 -2.9681 -0.087 0.301 0.071
H 0.9673 0.4331 -0.7290 -0.919 -0.087 -0.442
H 3.2658 -2.2023 0.9494 0.005 0.254 -0.191
H -4.2084 -2.0579 1.5215 0.027 0.125 -0.022
H 0.3303 -0.5112 3.8461 0.030 0.126 -0.109
C -3.1293 -1.0166 -0.0247 0.379 -0.275 0.560
C -0.6991 1.7333 -0.9378 -0.090 0.461 -0.331
H -0.5365 0.3508 2.5725 0.174 -0.125 0.078
C 0.4039 -0.1747 2.8008 -0.124 -0.475 0.246
C 0.1631 0.6981 -1.4267 -0.040 0.594 -1.768
H -3.0864 -0.0237 -0.4885 0.054 -0.348 0.010
C 1.5832 0.7831 2.6464 0.057 0.134 0.356
C -0.8112 -1.1572 -0.1497 3.026 0.812 1.164
H -5.1499 -0.8633 0.6172 -0.074 -0.016 0.022
C -4.1725 -1.0712 1.0528 -0.315 -0.010 0.153
O -0.9938 -0.8425 -1.3591 0.088 0.621 -0.310
H 1.6704 1.3629 3.5779 -0.073 -0.014 -0.256
H 2.8084 0.7647 0.2946 0.064 -0.022 0.132
C 0.5069 -1.0729 0.4410 -1.530 -2.791 0.006
H 3.7149 0.7621 2.8208 -0.169 -0.201 -0.029
H 3.0182 -0.8548 2.8762 0.019 0.183 -0.062
C 3.3002 -0.0221 0.8812 0.367 -0.259 0.245
C -0.0904 1.0159 -3.9295 0.792 -0.823 0.135
H 1.4113 -1.9826 2.1629 -0.256 0.093 0.071
H -3.9795 -0.3175 1.8229 0.014 -0.141 -0.090
H -3.2720 -1.7896 -0.7911 -0.024 0.340 0.121
O 1.5128 -2.2270 -1.4079 0.322 0.377 -0.145
H -2.2523 3.1296 -1.0403 0.320 -0.168 -0.252
H -0.3509 -2.0682 2.1301 0.391 0.079 0.015
```
Positions in Å, forces in eV/Å.

Output
E_tot ... -925.8547 a.u.
LUMO level ... -0.84 eV
HOMO-LUMO gap ... 6.18 eV
Total charge ... 0
Relative energy (zero: lowest compared OMol25 entry of this formula, charge and spin) ... 76.2 kcal per mole
HOMO level ... -0.2581 Eh

Density functional theory data (ωB97M-V with the def2-TZVPD basis set) for C18H25BrInN13OS2 as an isolated structure.

XYZ file:
```
61
Properties=species:S:1:pos:R:3:forces:R:3
C 2.6592 1.1919 0.4635 0.163 -0.095 -0.106
C -2.2686 -2.9331 2.6683 -0.014 0.008 -0.011
N -2.7839 -1.6251 2.2718 -0.009 0.000 0.026
N -2.7178 2.2593 0.2576 -0.009 0.040 -0.019
H -1.0094 -0.3197 -2.8268 0.025 -0.003 0.004
H 0.8419 2.9412 -4.3782 0.005 -0.034 0.028
C 4.2007 -0.1232 -0.9072 -0.016 0.011 -0.006
C 3.1285 -1.1413 1.0019 0.011 0.016 -0.018
H -2.6047 -4.2118 0.4103 -0.024 -0.005 0.008
H -1.2466 -0.5750 3.2588 0.026 -0.036 0.008
In 1.6498 3.0940 0.7760 -0.078 0.072 -0.191
H 0.2902 -2.3582 2.7598 -0.006 0.009 0.004
H -0.3825 -1.5707 -0.6906 -0.005 -0.004 -0.005
H 0.9800 1.0376 -2.0743 -0.116 -0.107 0.076
H 1.8106 0.1095 2.1146 0.001 0.003 -0.010
H -1.0606 1.9197 -3.5452 -0.042 0.028 0.003
H -0.0693 -0.8639 -4.2369 -0.040 -0.009 0.015
C -3.3005 -1.7280 0.9016 0.020 -0.002 0.002
C 3.5451 1.0706 -0.6125 -0.015 -0.066 0.029
H -1.5233 -0.2589 -0.3413 -0.008 0.034 0.019
H 4.8638 -0.2015 -1.7597 -0.002 0.003 0.007
N -2.2837 -2.1951 -0.0463 0.038 -0.030 -0.026
C -1.7839 -3.4889 0.4170 0.020 0.072 0.035
N 0.5668 2.2414 4.8601 0.014 -0.099 -0.010
N 1.4012 2.4312 3.8998 -0.080 0.042 -0.003
C -1.6246 2.5508 0.9477 0.100 -0.068 -0.219
H 3.7287 1.9270 -1.2563 -0.006 -0.002 0.032
C 1.0877 0.2460 -2.8208 0.084 0.097 0.001
O 2.4218 -0.1121 -5.1038 0.006 -0.172 -0.169
C -0.1344 -2.4320 1.7550 -0.037 0.009 0.006
N -0.9879 2.2009 -1.0460 0.016 -0.008 0.052
H 1.6016 -0.6089 -2.3826 0.013 0.002 0.000
N -0.6003 -1.1185 1.3344 -0.010 0.047 0.114
H -1.2583 1.0886 -5.0911 0.017 -0.019 -0.013
N -2.2679 2.0556 -0.9975 -0.028 -0.048 -0.051
H 0.6471 -2.7687 1.0698 -0.014 -0.016 -0.006
H 0.8801 1.9015 -5.8140 0.011 -0.028 0.004
C -1.6534 -0.6799 2.2509 -0.039 0.012 -0.056
N -0.7049 2.3488 4.4154 -0.006 0.102 0.028
S 2.1513 0.9553 -4.0907 0.042 0.141 0.079
Br 4.8558 -2.8732 -0.4704 -0.004 0.017 -0.001
C 3.9745 -1.2157 -0.0903 -0.003 0.026 0.008
H -2.0228 0.2908 1.9266 -0.013 -0.021 -0.026
N -1.6537 2.8581 2.2960 -0.059 0.031 -0.025
C -1.1664 -1.2325 -0.0076 0.026 -0.054 -0.001
C 2.4802 0.0623 1.2635 -0.039 -0.005 0.021
C -0.5739 1.2588 -4.2591 0.042 -0.027 0.055
N -1.2190 -3.4307 1.7722 0.014 -0.034 -0.060
H 2.9794 -2.0068 1.6354 0.006 0.011 0.005
H -2.5464 2.7003 2.7339 -0.008 0.000 -0.004
H -1.0081 -3.8347 -0.2699 0.013 0.002 -0.010
N -0.5329 2.5119 0.1846 -0.049 0.153 0.194
N 0.7046 2.6961 2.7686 -0.052 0.023 0.120
H -3.0921 -3.6533 2.6741 -0.014 -0.012 -0.003
C -0.5747 2.6392 3.1329 0.210 -0.139 0.063
S 2.3421 5.1389 0.0067 -0.024 0.023 0.024
H -3.6513 -0.7455 0.5806 0.007 0.012 0.019
H -4.1402 -2.4299 0.8936 0.002 -0.005 0.000
C -0.2217 -0.0450 -3.5296 -0.044 0.070 -0.086
H -1.8610 -2.8602 3.6792 0.008 0.010 0.010
C 0.7379 1.9147 -4.7335 -0.026 0.023 0.037
```
Positions in Å, forces in eV/Å.

Output
E_tot ... -5048.5643 a.u.
LUMO level ... 3.97 eV
HOMO-LUMO gap ... 5.59 eV
Total charge ... -2
Relative energy (zero: lowest compared OMol25 entry of this formula, charge and spin) ... 0.0 kcal per mole
HOMO level ... -0.0596 Eh